(i)
The following is a DFT calculation (ωB97M-V/def2-TZVPD) of 8 unconnected molecules or ions with the total composition H16O8.

Results
- HOMO level: -10.1 eV
- SMILES: O.O.O.O.O.O.O.O
- Orbital gap: 0.3597 Eh
- 2S+1: 1

Positions of all 24 atoms, in Å:
O  6.989  -20.011  8.123
H  7.432  -20.743  8.552
H  7.241  -20.084  7.203
O  10.665  -20.957  4.805
H  11.265  -21.466  4.260
H  11.048  -20.081  4.831
O  7.854  -20.323  5.555
H  7.674  -19.737  4.820
H  8.756  -20.612  5.415
O  4.301  -18.955  4.914
H  4.155  -18.050  5.189
H  5.010  -18.901  4.273
O  6.507  -23.389  4.499
H  6.913  -22.565  4.231
H  6.606  -23.964  3.740
O  6.274  -19.296  2.684
H  6.366  -18.567  2.070
H  5.731  -19.933  2.221
O  11.159  -23.013  6.622
H  10.815  -22.231  6.191
H  11.713  -22.674  7.326
O  7.245  -16.553  4.227
H  7.754  -17.311  3.939
H  7.684  -15.803  3.826

Atom charges from the natural (NBO) analysis, given in e for atoms 1 to 8: number 1, O, carries -0.964; number 2, H, carries 0.455; number 3, H, carries 0.489; number 4, O, carries -0.963; number 5, H, carries 0.496; number 6, H, carries 0.486; number 7, O, carries -0.956; number 8, H, carries 0.479

(ii)
The following is a DFT calculation (ωB97M-V/def2-TZVPD) of 8 unconnected molecules or ions with the total composition H16O8.

Results
- HOMO level: -10.9 eV
- SMILES: O.O.O.O.O.O.O.O
- Orbital gap: 0.4158 Eh
- 2S+1: 1

Positions of all 24 atoms, in Å:
O  -1.243  -0.238  -0.399
H  -0.373  -0.230  0.016
H  -1.639  0.598  -0.127
O  -3.456  -1.790  1.698
H  -2.522  -1.648  1.887
H  -3.592  -1.355  0.849
O  3.692  -1.242  0.398
H  4.313  -1.719  -0.165
H  4.219  -0.981  1.161
O  -0.601  -4.404  0.682
H  -1.017  -5.116  0.183
H  0.342  -4.529  0.527
O  0.100  3.030  -1.521
H  -0.829  2.899  -1.300
H  0.565  2.844  -0.698
O  2.588  1.706  -1.613
H  3.325  1.098  -1.735
H  2.301  1.910  -2.511
O  -2.871  4.616  1.343
H  -2.497  5.462  1.613
H  -3.725  4.584  1.788
O  1.264  -1.582  -0.791
H  1.343  -2.490  -0.475
H  0.314  -1.422  -0.811

Atom charges from the natural (NBO) analysis, given in e for atoms 1 to 8: number 1, O, carries -0.954; number 2, H, carries 0.477; number 3, H, carries 0.477; number 4, O, carries -0.942; number 5, H, carries 0.473; number 6, H, carries 0.470; number 7, O, carries -0.929; number 8, H, carries 0.464

(iii)
The following is a DFT calculation (ωB97M-V/def2-TZVPD) of 8 unconnected molecules or ions with the total composition H16O8.

Results
- HOMO level: -9.3 eV
- SMILES: O.O.O.O.O.O.O.O
- Orbital gap: 0.3527 Eh
- 2S+1: 1

Positions of all 24 atoms, in Å:
O  -0.679  0.541  0.257
H  -1.368  0.300  0.957
H  0.082  0.287  0.820
O  0.742  -0.869  -3.253
H  1.188  -1.575  -2.861
H  1.516  -0.283  -3.576
O  4.061  1.784  1.171
H  4.831  2.341  1.353
H  4.269  1.140  1.773
O  2.467  2.779  1.509
H  2.030  1.922  1.424
H  1.753  3.476  1.792
O  -4.492  -1.846  -0.918
H  -4.891  -1.330  -1.528
H  -3.946  -2.479  -1.396
O  -2.157  -3.289  -1.446
H  -1.210  -3.223  -1.768
H  -2.551  -3.682  -2.232
O  0.762  3.117  -1.246
H  0.312  2.294  -0.997
H  0.161  3.777  -1.290
O  -1.044  -1.354  3.687
H  -1.476  -2.101  3.443
H  -0.361  -1.727  4.326

Atom charges from the natural (NBO) analysis, given in e for atoms 1 to 8: number 1, O, carries -0.942; number 2, H, carries 0.482; number 3, H, carries 0.461; number 4, O, carries -0.931; number 5, H, carries 0.456; number 6, H, carries 0.475; number 7, O, carries -0.887; number 8, H, carries 0.464

(iv)
The following is a DFT calculation (ωB97M-V/def2-TZVPD) of 8 unconnected molecules or ions with the total composition H16O8.

Results
- HOMO level: -10.8 eV
- SMILES: O.O.O.O.O.O.O.O
- Orbital gap: 0.3839 Eh
- 2S+1: 1

Positions of all 24 atoms, in Å:
O  0.963  -1.552  1.187
H  1.919  -1.657  1.122
H  0.611  -2.329  0.739
O  -1.816  0.980  -1.229
H  -0.977  0.589  -1.498
H  -2.427  0.235  -1.215
O  4.544  -0.587  -0.993
H  4.018  -0.691  -1.795
H  5.354  -1.076  -1.178
O  -1.630  2.215  3.834
H  -1.061  1.920  4.554
H  -1.346  1.688  3.079
O  -3.744  -1.522  -0.854
H  -3.105  -1.540  -1.575
H  -3.209  -1.359  -0.069
O  1.928  -0.723  -3.440
H  2.426  -0.794  -4.262
H  2.219  -1.484  -2.924
O  1.467  1.319  0.408
H  2.107  0.605  0.313
H  0.853  1.183  -0.323
O  -2.069  0.295  1.460
H  -2.669  1.046  1.531
H  -1.853  0.256  0.522

Atom charges from the natural (NBO) analysis, given in e for atoms 1 to 8: number 1, O, carries -0.930; number 2, H, carries 0.468; number 3, H, carries 0.463; number 4, O, carries -0.925; number 5, H, carries 0.469; number 6, H, carries 0.465; number 7, O, carries -0.939; number 8, H, carries 0.466

Stability check: which of them is most stable? (i).

(i)
The following is a DFT calculation (ωB97M-V/def2-TZVPD) of 8 unconnected molecules or ions with the total composition H16O8.

Results
- HOMO level: -10.0 eV
- SMILES: O.O.O.O.O.O.O.O
- Orbital gap: 0.3593 Eh
- 2S+1: 1

Positions of all 24 atoms, in Å:
O  -0.348  0.663  -0.232
H  0.312  0.515  0.454
H  -0.317  1.613  -0.388
O  -2.976  -3.540  -0.327
H  -2.168  -3.219  0.090
H  -3.009  -4.473  -0.088
O  -4.412  1.167  0.018
H  -4.064  2.059  -0.096
H  -4.351  1.010  0.967
O  4.161  2.578  -1.833
H  4.706  2.589  -1.038
H  3.270  2.751  -1.509
O  3.154  -1.645  1.757
H  2.597  -2.361  2.083
H  3.122  -0.985  2.459
O  -2.996  -0.565  -1.313
H  -3.205  -1.503  -1.237
H  -2.625  -0.337  -0.453
O  3.811  -2.811  -0.677
H  2.915  -2.800  -1.031
H  3.697  -3.082  0.241
O  -0.485  4.149  1.108
H  -0.025  4.778  0.540
H  -0.763  3.449  0.506

Atom charges from the natural (NBO) analysis, given in e for atoms 1 to 8: number 1, O, carries -0.926; number 2, H, carries 0.471; number 3, H, carries 0.456; number 4, O, carries -0.945; number 5, H, carries 0.470; number 6, H, carries 0.476; number 7, O, carries -0.921; number 8, H, carries 0.462

(ii)
The following is a DFT calculation (ωB97M-V/def2-TZVPD) of 8 unconnected molecules or ions with the total composition H16O8.

Results
- HOMO level: -10.1 eV
- SMILES: O.O.O.O.O.O.O.O
- Orbital gap: 0.3610 Eh
- 2S+1: 1

Positions of all 24 atoms, in Å:
O  19.787  15.709  -28.824
H  20.710  15.656  -28.575
H  19.722  15.177  -29.617
O  14.936  19.405  -25.883
H  14.607  20.196  -26.311
H  15.832  19.313  -26.207
O  13.804  16.897  -27.546
H  14.157  17.594  -28.099
H  13.861  17.245  -26.656
O  16.884  16.956  -27.983
H  17.792  17.203  -28.158
H  16.366  17.670  -28.353
O  17.220  15.803  -25.510
H  17.056  16.032  -26.424
H  18.014  16.287  -25.280
O  17.555  15.735  -30.973
H  18.390  15.299  -31.142
H  17.210  15.300  -30.193
O  15.717  19.221  -28.620
H  15.185  19.934  -28.972
H  16.607  19.419  -28.912
O  14.806  14.413  -27.103
H  15.405  13.855  -27.599
H  14.828  15.254  -27.560

Atom charges from the natural (NBO) analysis, given in e for atoms 1 to 8: number 1, O, carries -0.937; number 2, H, carries 0.474; number 3, H, carries 0.462; number 4, O, carries -0.936; number 5, H, carries 0.461; number 6, H, carries 0.476; number 7, O, carries -0.951; number 8, H, carries 0.467

Stability check: which of them is most stable? (ii).

(i)
The following is a DFT calculation (ωB97M-V/def2-TZVPD) of 8 unconnected molecules or ions with the total composition H16O8.

Results
- HOMO level: -11.3 eV
- SMILES: O.O.O.O.O.O.O.O
- Orbital gap: 0.4164 Eh
- 2S+1: 1

Positions of all 24 atoms, in Å:
O  -4.211  -0.492  -3.732
H  -4.517  0.242  -4.264
H  -4.291  -0.184  -2.829
O  -0.860  -3.764  -5.429
H  -1.284  -4.619  -5.351
H  -1.451  -3.162  -4.978
O  -0.861  5.116  -1.243
H  -1.525  5.009  -0.562
H  -0.366  4.296  -1.227
O  3.690  -4.047  -2.256
H  4.186  -4.854  -2.391
H  3.710  -3.608  -3.106
O  1.119  -1.175  3.920
H  0.395  -1.249  4.543
H  1.735  -1.858  4.186
O  -2.476  2.582  5.154
H  -1.675  2.154  4.852
H  -2.614  2.237  6.036
O  -0.015  0.449  -0.994
H  -0.013  -0.452  -1.318
H  0.159  0.367  -0.056
O  3.969  2.580  3.501
H  3.417  2.766  4.261
H  3.778  1.668  3.284

Atom charges from the natural (NBO) analysis, given in e for atoms 1 to 8: number 1, O, carries -0.939; number 2, H, carries 0.470; number 3, H, carries 0.469; number 4, O, carries -0.938; number 5, H, carries 0.466; number 6, H, carries 0.472; number 7, O, carries -0.937; number 8, H, carries 0.466

(ii)
The following is a DFT calculation (ωB97M-V/def2-TZVPD) of 8 unconnected molecules or ions with the total composition H16O8.

Results
- HOMO level: -8.9 eV
- SMILES: O.O.O.O.O.O.O.O
- Orbital gap: 0.3213 Eh
- 2S+1: 1

Positions of all 24 atoms, in Å:
O  1.258  -0.360  0.593
H  1.482  -0.860  -0.201
H  0.346  -0.087  0.448
O  -3.339  1.469  -0.317
H  -4.273  1.235  -0.359
H  -3.108  1.675  -1.230
O  -0.838  2.754  1.813
H  -1.064  2.450  0.927
H  -1.408  3.520  1.951
O  -2.329  -1.882  1.031
H  -2.449  -2.133  1.954
H  -2.560  -2.678  0.540
O  3.299  0.935  0.516
H  3.367  0.190  -0.092
H  2.835  0.572  1.280
O  1.285  -1.518  -3.993
H  0.724  -1.185  -3.284
H  1.253  -0.826  -4.663
O  -1.753  2.834  3.424
H  -1.686  2.325  4.240
H  -2.349  2.316  2.872
O  4.068  -3.800  -2.342
H  3.123  -3.921  -2.192
H  4.116  -3.025  -2.914

Atom charges from the natural (NBO) analysis, given in e for atoms 1 to 8: number 1, O, carries -0.942; number 2, H, carries 0.461; number 3, H, carries 0.484; number 4, O, carries -0.942; number 5, H, carries 0.474; number 6, H, carries 0.468; number 7, O, carries -0.924; number 8, H, carries 0.442

(iii)
The following is a DFT calculation (ωB97M-V/def2-TZVPD) of 8 unconnected molecules or ions with the total composition H16O8.

Results
- HOMO level: -9.9 eV
- SMILES: O.O.O.O.O.O.O.O
- Orbital gap: 0.3646 Eh
- 2S+1: 1

Positions of all 24 atoms, in Å:
O  -0.311  -0.215  -0.168
H  -0.967  -0.351  0.524
H  -0.139  -1.101  -0.506
O  0.855  3.258  2.014
H  0.879  3.910  2.723
H  0.042  3.461  1.537
O  -1.856  -4.123  -1.940
H  -2.255  -4.828  -1.417
H  -1.888  -3.354  -1.359
O  1.159  0.477  1.574
H  1.022  -0.220  0.922
H  1.308  1.267  1.043
O  0.740  2.856  -2.373
H  0.183  3.504  -1.927
H  0.593  2.041  -1.878
O  2.665  -1.096  3.426
H  3.351  -1.739  3.212
H  1.853  -1.505  3.106
O  -2.891  0.971  0.207
H  -2.237  1.640  -0.025
H  -3.090  1.148  1.133
O  0.232  -2.032  -2.894
H  0.970  -1.548  -3.280
H  -0.217  -2.420  -3.653

Atom charges from the natural (NBO) analysis, given in e for atoms 1 to 8: number 1, O, carries -0.953; number 2, H, carries 0.491; number 3, H, carries 0.483; number 4, O, carries -0.933; number 5, H, carries 0.476; number 6, H, carries 0.459; number 7, O, carries -0.938; number 8, H, carries 0.468

(iv)
The following is a DFT calculation (ωB97M-V/def2-TZVPD) of a molecular structure, H16O8.

Results
- HOMO level: -8.8 eV
- Orbital gap: 0.3133 Eh
- 2S+1: 1

Positions of all 24 atoms, in Å:
O  -8.852  2.080  -20.882
H  -8.499  2.383  -20.045
H  -8.086  1.778  -21.370
O  -10.473  2.581  -22.399
H  -10.069  2.603  -23.266
H  -9.737  2.497  -21.793
O  -12.603  -0.433  -20.341
H  -11.890  -1.072  -20.327
H  -13.070  -0.613  -21.158
O  -9.327  1.165  -18.265
H  -10.228  1.314  -18.552
H  -9.408  0.904  -17.348
O  -12.244  -0.471  -18.181
H  -12.646  -0.316  -19.036
H  -11.514  -1.064  -18.364
O  -11.249  1.756  -20.313
H  -10.842  1.789  -21.179
H  -11.832  0.998  -20.350
O  -13.157  3.084  -19.630
H  -13.338  3.770  -20.272
H  -12.550  2.493  -20.075
O  -10.684  3.180  -19.015
H  -10.998  2.525  -19.640
H  -9.733  3.182  -19.128

Atom charges from the natural (NBO) analysis, given in e for atoms 1 to 8: number 1, O, carries -0.918; number 2, H, carries 0.519; number 3, H, carries 0.490; number 4, O, carries -0.974; number 5, H, carries 0.475; number 6, H, carries 0.464; number 7, O, carries -0.900; number 8, H, carries 0.500

Stability check: which of them is most stable? (i).